w | Computed, not measured: 2 unconnected molecules or ions with the total composition C3H10NO, with the ωB97M-V functional and the def2-TZVPD basis.

Last column: natural (NBO) charge in e.
Atoms and positions in Å:
1 C -0.81 -1.95 0.06  -0.662
2 C 0.17 -0.87 0.48  -0.230
3 C 0.31 0.28 -1.66  0.119
4 N 0.26 0.36 -0.39  -0.412
5 H -0.45 -2.67 -0.68  0.237
6 H -1.76 -1.55 -0.30  0.232
7 H -1.06 -2.53 0.95  0.263
8 H 1.20 -1.24 0.50  0.240
9 H -0.08 -0.43 1.46  0.222
10 H -0.29 -0.52 -2.10  0.227
11 H 0.68 1.11 -2.24  0.224
12 H 0.12 1.28 0.13  0.484
13 H 0.59 3.57 0.81  0.515
14 H 0.64 2.54 1.96  0.506
15 O 0.47 2.63 1.02  -0.965

The charge is +1. The calculation puts the frontier orbital gap at 11.265 eV.

x | Computed, not measured: 2 unconnected molecules or ions with the total composition C3H10NO, with the ωB97M-V functional and the def2-TZVPD basis.

Last column: natural (NBO) charge in e.
Atoms and positions in Å:
1 C -1.85 1.28 1.12  -0.253
2 O -1.50 1.27 -0.26  -0.763
3 H -1.97 2.22 1.67  0.197
4 H -2.79 0.73 1.24  0.186
5 H -1.08 0.68 1.60  0.151
6 H -2.07 1.86 -0.75  0.489
7 C 1.11 -1.66 0.28  -0.458
8 C 1.54 -0.16 -1.59  0.144
9 N 1.14 -0.37 -0.40  -0.380
10 H 0.81 -2.40 -0.48  0.242
11 H 0.40 -1.74 1.08  0.262
12 H 2.11 -2.04 0.50  0.253
13 H 2.28 -0.81 -2.03  0.230
14 H 1.09 0.69 -2.08  0.241
15 H 0.77 0.44 0.12  0.459

The charge is +1. The calculation puts the frontier orbital gap at 8.879 eV.

Consider the structures shown above. The least stable of them is x.